[1]
Below is a structure of composition C29H20ClF5OPPd in a non-equilibrium geometry, with properties calculated with ωB97M-V/def2-TZVPD.

The value obtained for the total energy is -71312.075 eV. As for the LUMO energy (alpha / beta): -2.39 / -6.33 eV. As for the net charge: +1. As for the max |F|: 7.22 eV Å⁻¹. The frontier orbital gap (alpha / beta) is 0.2825 / 0.2016 Ha. The HOMO energy (alpha / beta) comes out at -0.37035 / -0.43437 Ha. As for the multiplicity: 5. The expectation value of S² is 6.050.

```
58
Properties=species:S:1:pos:R:3:forces:R:3
C -0.7818 -1.8172 2.8193 -0.800 -1.243 0.778
C -0.6341 -2.4241 1.5327 -0.920 -1.125 0.477
C 0.7542 -2.6140 1.2838 0.507 -1.610 0.024
H -1.4536 -2.7097 0.8825 0.202 0.116 0.180
C 1.4872 -2.1332 2.4090 0.267 -1.508 0.846
C 0.5321 -1.6384 3.3687 0.265 -0.972 1.639
H 0.7778 -1.1111 4.3013 -0.126 -0.535 -0.471
H -1.7275 -1.5151 3.2642 0.319 -0.235 -0.061
H 1.1875 -3.0981 0.4074 -0.138 0.326 0.279
H 2.5637 -2.1076 2.5076 -0.174 0.030 -0.008
Pd 0.3689 -0.5565 1.6632 1.380 6.192 -3.447
Cl 2.5288 0.7414 1.3443 -0.725 -0.085 -0.193
P 0.3541 -0.1325 -1.2090 0.193 0.103 -0.279
C 1.5877 -1.2231 -1.9283 -0.249 -0.257 0.039
C 1.2685 -1.9700 -3.0753 0.442 -0.071 0.114
H 0.2598 -1.9438 -3.4804 0.242 -0.028 -0.021
C 2.2752 -2.7135 -3.6926 -0.201 0.122 0.061
H 2.0339 -3.2713 -4.6019 0.218 0.162 0.352
C 3.5659 -2.7177 -3.1567 0.218 -0.028 0.042
H 4.3519 -3.2906 -3.6593 -0.314 0.204 0.213
C 3.8736 -1.9992 -1.9903 -0.442 -0.062 -0.317
H 4.8819 -2.0065 -1.5779 -0.271 -0.046 -0.128
C 2.8721 -1.2592 -1.3664 0.156 0.038 -0.167
H 3.0732 -0.6820 -0.4611 0.006 -0.204 -0.276
C -1.2871 -0.5961 -1.7955 0.166 0.125 0.507
C -1.7034 -1.9359 -1.6767 -0.416 0.109 -0.279
H -1.0246 -2.6944 -1.2835 -0.162 0.214 -0.181
C -2.9855 -2.2894 -2.0988 0.286 0.178 0.010
H -3.3054 -3.3310 -2.0220 0.025 0.385 -0.072
C -3.8341 -1.3091 -2.6332 -0.084 -0.018 -0.017
H -4.8279 -1.5955 -2.9913 0.388 0.110 0.156
C -3.4332 0.0295 -2.7128 0.307 -0.083 0.157
H -4.0895 0.7917 -3.1371 0.126 -0.312 0.186
C -2.1668 0.4001 -2.2548 -0.159 -0.361 -0.162
H -1.8427 1.4393 -2.2827 -0.095 -0.242 -0.065
C 0.7086 1.5434 -1.7377 0.195 0.112 0.028
C 1.2385 1.7027 -3.0273 -0.237 0.394 0.191
H 1.4870 0.8256 -3.6182 -0.023 0.195 -0.013
C 1.4106 2.9900 -3.5328 -0.044 -0.085 0.221
H 1.7928 3.1138 -4.5499 -0.119 0.086 0.426
C 1.0836 4.0920 -2.7322 -0.078 0.048 0.092
H 1.2126 5.1005 -3.1392 -0.056 -0.396 0.208
C 0.6010 3.9271 -1.4218 0.067 -0.249 -0.215
H 0.3512 4.7994 -0.8060 0.206 -0.400 -0.304
C 0.4285 2.6360 -0.9079 0.036 0.257 -0.420
H 0.0981 2.4680 0.1169 0.015 0.094 -0.261
F -1.5569 2.4874 7.2052 0.181 -0.454 -1.801
C -1.4411 2.1715 5.8995 -0.194 0.261 1.434
C -0.2765 2.5068 5.1957 0.638 0.401 0.465
F 0.7268 3.1061 5.8363 -0.500 -0.193 -0.236
C -0.1811 2.2200 3.8663 1.212 0.546 -0.845
F 0.9098 2.5796 3.1719 -1.138 -0.264 0.828
C -1.2284 1.5495 3.1446 0.515 -0.687 -2.534
O -1.1032 1.2499 1.8924 -0.619 0.878 2.597
C -2.3635 1.1609 3.9179 -1.399 -0.519 0.156
F -3.3362 0.4424 3.3205 0.918 0.771 0.539
C -2.4773 1.4872 5.2507 -1.489 -0.667 0.409
F -3.5857 1.1243 5.9582 1.477 0.484 -0.881
```
Positions in Å, forces in eV/Å.

Here are the Löwdin charges for atoms 1 to 5, given in e: -0.177, -0.169, -0.178, 0.101, -0.199

[2]
Below is a structure of composition C52H63BrCdClFN2O3SbSi, with properties calculated with ωB97M-V/def2-TZVPD.

The value obtained for the total energy is -168331.459 eV. As for the LUMO energy: -2.23 eV. As for the net charge: +1. As for the max |F|: 0.27 eV Å⁻¹. The frontier orbital gap is 0.3132 Ha. The HOMO energy comes out at -0.39525 Ha.

```
126
Properties=species:S:1:pos:R:3:forces:R:3
Cd -0.0708 -0.2672 -0.0440 0.018 -0.106 0.248
C 3.9091 0.5408 6.3853 0.005 0.003 0.002
C 2.4138 0.5224 6.6543 -0.002 0.001 -0.007
C 1.9989 1.6726 7.5574 0.004 -0.004 -0.004
C 0.5204 1.5762 7.8851 0.001 -0.003 0.003
C -0.2906 1.5069 6.6216 0.005 0.001 0.003
C -1.5986 1.9285 6.5999 -0.005 -0.008 -0.001
C -2.3389 1.8660 5.4218 0.011 0.006 0.003
F -3.6140 2.2833 5.4526 -0.003 -0.012 -0.003
C -1.8040 1.4080 4.2556 0.008 0.024 0.002
C -0.4658 0.9841 4.2465 -0.017 0.002 0.024
C 0.1027 0.4893 2.9972 -0.099 -0.102 -0.056
O -0.6367 0.5123 1.9659 0.117 0.085 0.017
C 1.4353 0.0209 3.0591 0.051 0.006 0.030
C 2.1100 0.1154 4.2540 0.005 0.002 -0.033
N 1.6091 0.5796 5.3984 -0.011 0.034 0.004
C 0.2875 1.0225 5.4279 0.007 -0.019 -0.006
C 2.2358 -0.6282 1.9350 -0.051 0.103 0.042
O 3.4530 -0.6179 2.0296 0.016 -0.042 0.009
O 1.5654 -1.1905 0.9923 0.053 0.001 -0.039
H 4.4220 0.6392 7.3411 0.003 -0.005 0.000
H 4.1870 1.3918 5.7614 -0.001 0.001 0.002
H 4.2737 -0.3719 5.9184 0.002 0.004 -0.001
H 2.1480 -0.4183 7.1479 -0.005 0.004 0.005
H 2.2246 2.6204 7.0600 -0.002 0.001 0.000
H 2.5960 1.6297 8.4678 0.005 -0.002 -0.002
H 0.1922 2.4254 8.4843 0.004 0.004 -0.002
H 0.3395 0.6785 8.4844 -0.005 0.004 0.005
H -2.0663 2.3158 7.4962 0.000 0.001 0.000
H -2.3890 1.3631 3.3488 0.000 0.003 -0.003
H 3.1346 -0.2223 4.2558 0.003 0.004 0.006
C 0.8104 -4.4844 1.8049 -0.009 0.015 -0.005
C -0.5605 -4.2711 2.4710 -0.019 -0.047 -0.018
C -0.4283 -2.9937 3.3091 -0.077 0.052 0.022
C -0.8434 -5.4428 3.4291 0.007 -0.017 -0.017
Si -1.9844 -4.1246 1.2000 0.077 -0.081 0.085
Br -1.0739 -2.8626 -0.5419 -0.035 0.019 -0.148
C -3.4932 -3.1163 1.8041 0.001 0.053 -0.024
C -4.6587 -3.2094 0.8090 -0.004 0.001 -0.003
C -3.1754 -1.6212 1.9709 0.025 -0.041 0.003
C -3.9682 -3.6635 3.1615 0.006 0.032 0.028
C -2.4220 -5.7484 0.2832 0.011 0.024 -0.018
C -3.1193 -5.5155 -1.0677 -0.007 0.008 -0.006
C -3.3549 -6.5943 1.1689 -0.032 0.008 0.011
C -1.1639 -6.5750 -0.0246 0.002 0.001 0.030
H 1.5483 -4.6548 2.5957 -0.001 0.005 -0.010
H 1.1286 -3.6025 1.2474 -0.013 -0.016 0.033
H 0.8432 -5.3433 1.1410 -0.019 -0.063 -0.036
H 0.4657 -3.0819 3.9359 -0.004 0.015 -0.011
H -1.2788 -2.8306 3.9729 0.021 0.008 -0.015
H -0.3012 -2.1155 2.6766 0.052 0.016 -0.009
H -0.0723 -5.4547 4.2054 0.002 0.005 -0.004
H -0.8097 -6.4103 2.9285 0.005 0.002 -0.006
H -1.8089 -5.3545 3.9307 -0.007 0.002 0.006
H -4.3737 -2.8554 -0.1845 -0.011 0.013 0.002
H -5.4749 -2.5744 1.1666 -0.003 0.004 -0.004
H -5.0543 -4.2204 0.7160 0.014 0.028 -0.003
H -2.8007 -1.1808 1.0458 -0.053 0.004 0.009
H -2.4492 -1.4189 2.7550 0.016 -0.014 -0.008
H -4.1004 -1.0972 2.2336 -0.003 0.004 0.020
H -4.2282 -4.7220 3.1260 -0.005 -0.020 -0.015
H -4.8655 -3.1168 3.4676 -0.006 -0.007 0.000
H -3.2213 -3.5229 3.9436 -0.043 -0.020 -0.010
H -4.0296 -4.9257 -0.9949 0.006 -0.017 0.002
H -3.3917 -6.4901 -1.4833 0.000 -0.001 -0.003
H -2.4562 -5.0298 -1.7837 0.004 0.000 -0.005
H -4.3376 -6.1356 1.2883 0.025 -0.015 0.012
H -2.9435 -6.7811 2.1617 0.004 -0.007 0.008
H -3.5076 -7.5663 0.6910 -0.004 0.000 0.001
H -0.4516 -6.0207 -0.6381 0.010 0.011 -0.002
H -1.4633 -7.4623 -0.5902 0.005 -0.001 0.003
H -0.6520 -6.9202 0.8721 0.007 0.004 0.012
Cl -4.3553 3.6138 0.3831 -0.023 -0.015 0.013
C -3.7419 2.3087 -0.5594 0.013 0.026 0.013
C -4.3442 1.9420 -1.7502 -0.012 0.008 -0.002
C -3.8047 0.8817 -2.4595 0.012 0.005 -0.009
C -2.6905 0.2374 -1.9556 0.022 -0.014 -0.010
N -2.1180 0.5977 -0.8047 -0.073 -0.012 0.049
C -2.6294 1.6170 -0.1129 0.017 0.002 -0.056
H -5.2130 2.4774 -2.1082 0.000 -0.002 0.000
H -4.2405 0.5592 -3.3944 0.000 0.000 0.001
H -2.2401 -0.5970 -2.4797 -0.002 -0.013 0.002
H -2.1380 1.8762 0.8158 -0.016 0.002 0.015
C 0.4160 -1.5253 -3.6557 0.000 -0.006 0.017
C 0.7665 -0.3229 -4.4905 0.003 -0.001 -0.032
C 0.7721 -0.4815 -5.8783 0.000 0.013 -0.010
C 1.1379 0.5480 -6.7249 0.000 -0.003 0.000
C 1.5221 1.7746 -6.1986 0.006 0.000 0.003
C 1.5198 1.9514 -4.8276 0.005 0.008 0.029
C 1.1314 0.9199 -3.9669 0.036 0.029 -0.040
Sb 1.1883 1.4082 -1.8999 -0.125 0.037 -0.145
C -0.0775 3.1174 -1.8582 0.043 0.007 -0.019
C -0.8960 3.4132 -2.9434 -0.015 -0.029 -0.004
C -1.8039 4.4630 -2.8800 -0.013 -0.006 0.001
C -1.8918 5.2219 -1.7248 0.015 0.002 -0.001
C -1.0811 4.9255 -0.6381 0.007 0.006 -0.010
C -0.1722 3.8729 -0.6793 0.005 0.023 -0.012
C 0.6626 3.5591 0.5348 0.000 0.029 -0.001
C 3.1117 2.2634 -1.7817 0.023 -0.042 0.039
C 3.2644 3.6402 -1.8988 0.025 0.005 -0.019
C 4.5322 4.2020 -1.8548 -0.009 0.007 -0.005
C 5.6357 3.3788 -1.6922 0.002 -0.004 -0.002
C 5.4758 2.0057 -1.5743 -0.003 0.004 0.015
C 4.2144 1.4201 -1.6150 0.004 -0.003 0.033
C 4.0509 -0.0701 -1.4838 0.019 -0.007 -0.020
H 1.2050 -2.2776 -3.7166 -0.001 0.001 0.001
H -0.5051 -1.9954 -4.0043 -0.001 0.004 -0.003
H 0.2933 -1.2854 -2.6018 -0.001 0.021 0.003
H 0.4906 -1.4420 -6.2947 -0.001 0.000 0.002
H 1.1333 0.3920 -7.7957 0.002 0.001 0.000
H 1.8251 2.5831 -6.8503 -0.001 0.001 0.000
H 1.8294 2.9072 -4.4185 -0.002 0.002 -0.005
H -0.8292 2.8256 -3.8514 0.006 0.000 -0.004
H -2.4295 4.6889 -3.7339 -0.001 0.000 -0.002
H -2.5903 6.0466 -1.6654 -0.002 -0.004 0.001
H -1.1551 5.5219 0.2638 -0.001 -0.001 -0.001
H 0.5924 4.3595 1.2705 -0.013 -0.005 0.005
H 1.7185 3.4341 0.2853 -0.026 -0.010 0.020
H 0.3192 2.6405 1.0207 0.008 -0.034 0.020
H 2.3963 4.2786 -2.0237 0.004 0.006 -0.007
H 4.6549 5.2729 -1.9483 -0.002 0.001 0.000
H 6.6290 3.8070 -1.6562 0.001 0.000 0.000
H 6.3449 1.3727 -1.4436 0.000 0.000 -0.002
H 5.0175 -0.5620 -1.3901 0.001 0.003 -0.009
H 3.5572 -0.4868 -2.3684 -0.011 -0.007 0.004
H 3.4686 -0.3415 -0.5984 0.011 0.006 -0.014
```
Positions in Å, forces in eV/Å.

Here are the Löwdin charges for atoms 1 to 5, given in e: 1.169, -0.039, -0.292, -0.143, -0.123

Short version: energy relative to the best compared isomer or geometry (same formula, charge and spin) = 0.000; 0.000 eV, in the order given.